Formula: C5H12I2N
Source: OMol25
Level of theory: ωB97M-V/def2-TZVPD

ORCA input file:
```
! RIJCOSX wB97M-V def2-TZVPD def2/J DEFGRID3
* xyz 1 1
I -2.823 -1.946 -0.197
I -1.617 0.484 -2.425
N -1.345 -0.496 1.957
C -1.011 -1.315 0.730
C -0.032 -2.384 1.112
C 0.801 1.413 -0.720
C 1.596 2.378 -1.624
C 0.209 0.337 -1.535
H 0.919 2.921 -2.279
H -2.108 0.159 1.745
H -1.634 -1.085 2.759
H 1.501 0.968 -0.006
H 0.178 -3.018 0.256
H 2.131 3.093 -1.004
H 0.906 -1.924 1.425
H 0.861 -0.412 -1.950
H 0.042 1.984 -0.187
H -0.510 0.028 2.245
H -0.384 -3.026 1.927
H 2.320 1.841 -2.230
*
```

Calculated values
* total energy: -847.47011 a.u.
* HOMO level (alpha / beta): -11.2 / -12.4 eV
* relative energy (zero: lowest compared OMol25 entry of this formula, charge and spin): 80.5 kcal/mol
* lowest unoccupied orbital energy (alpha / beta): -5.265 / -3.948 eV
* frontier orbital gap (alpha / beta): 5.9164 / 8.4076 eV